This record from the Open Molecules 2025 dataset describes C21H25N3O2S in the gas phase. The level of theory is ωB97M-V with the def2-TZVPD basis set.

Results
SMILES string: CCCN1C(=O)/C(=C/c2cc(C)n(C)c2C)S/C1=N\c1ccc(OC)cc1
HOMO level: -7.247 eV
LUMO level: 0.27 eV
Energy above the lowest of the compared OMol25 structures with the same formula, charge and spin: 133.21 kJ/mol
Orbital gap: 7.5 eV
Maximum force: 0.93 eV/Å
E: -41583.65715 eV

Each line ends with the natural charge from an NBO analysis.
Geometry (Å):
C  1.1299  -1.1231  4.2125  -0.608
C  1.3771  0.3674  4.4051  -0.401
C  1.9610  1.0291  3.1561  -0.221
N  1.0484  0.9597  2.0333  -0.450
C  1.1952  0.0213  1.0470  0.352
N  2.1519  -0.7986  1.0781  -0.545
C  2.4992  -1.8076  0.2112  0.172
C  3.5725  -2.6011  0.6210  -0.190
C  4.0325  -3.6482  -0.1515  -0.307
C  3.4243  -3.9279  -1.3712  0.294
C  2.3541  -3.1361  -1.7913  -0.249
C  1.8954  -2.0943  -1.0181  -0.231
H  1.0704  -1.4990  -1.3752  0.211
H  1.8946  -3.3625  -2.7408  0.222
O  3.7904  -4.9321  -2.2186  -0.493
C  4.8644  -5.7611  -1.8505  -0.251
H  4.6575  -6.2994  -0.9195  0.175
H  5.7938  -5.1923  -1.7419  0.175
H  4.9756  -6.4783  -2.6625  0.199
H  4.8636  -4.2365  0.2051  0.218
H  4.0423  -2.3801  1.5671  0.217
S  -0.1354  0.2249  -0.1415  0.259
C  -0.8139  1.5658  0.7574  -0.322
C  -1.9059  2.3052  0.4638  -0.095
C  -2.7928  2.1955  -0.6410  -0.175
C  -3.9000  3.0133  -0.8703  0.214
N  -4.4891  2.6089  -2.0243  -0.324
C  -3.7992  1.5386  -2.5452  0.144
C  -2.7508  1.2652  -1.7192  -0.270
H  -2.0275  0.4884  -1.8571  0.222
C  -4.2165  0.8686  -3.8050  -0.642
H  -3.5671  0.0178  -3.9887  0.236
H  -4.1433  1.5463  -4.6570  0.215
H  -5.2455  0.5142  -3.7397  0.216
C  -5.6727  3.1693  -2.6123  -0.407
H  -6.5495  2.5565  -2.3828  0.204
H  -5.8397  4.1740  -2.2307  0.219
H  -5.5613  3.2206  -3.6956  0.214
C  -4.4304  4.1446  -0.0651  -0.653
H  -3.8499  4.2582  0.8449  0.237
H  -4.3748  5.0826  -0.6205  0.220
H  -5.4709  3.9718  0.2123  0.221
H  -2.1101  3.0871  1.1864  0.233
C  -0.0112  1.8325  1.9485  0.659
O  -0.2251  2.7076  2.7655  -0.605
H  2.8848  0.5350  2.8520  0.231
H  2.1425  2.0887  3.3574  0.223
H  2.0808  0.5217  5.2252  0.204
H  0.4437  0.8709  4.6638  0.213
H  0.7782  -1.5704  5.1394  0.208
H  2.0447  -1.6246  3.9065  0.207
H  0.3787  -1.2961  3.4454  0.203